# 1
Formula: C2H3ClN2O
Source: OMol25
Level of theory: ωB97M-V/def2-TZVPD

Computed properties:
Relative energy (zero: lowest compared OMol25 entry of this formula, charge and spin)   338.0 kJ/mol
Total charge   0
Orbital gap   10.13 eV
SMILES string   COC1(Cl)N=N1

```
9
Properties=species:S:1:pos:R:3:nbo_charge:R:1
C -0.190 -1.144 -0.630 -0.2738
O -0.676 -0.251 0.353 -0.4860
C -0.082 0.918 0.577 0.5403
Cl 1.732 0.467 1.417 -0.3012
N -0.690 2.058 1.033 -0.0388
N 0.046 2.144 0.018 -0.0499
H 0.995 -1.135 -0.646 0.2138
H -0.664 -0.899 -1.620 0.1881
H -0.470 -2.157 -0.502 0.2075
```

# 2
Formula: C29H41GaN11O2S
Source: OMol25
Level of theory: ωB97M-V/def2-TZVPD

Computed properties:
Relative energy (zero: lowest compared OMol25 entry of this formula, charge and spin)   8.9 kJ/mol
Total charge   +3
Orbital gap   8.80 eV

```
85
Properties=species:S:1:pos:R:3:lowdin_charge:R:1
Ga 0.356 0.065 0.198 0.3880
C 4.137 -1.508 -2.209 -0.0125
N 3.821 -0.096 -2.332 -0.1252
C 4.512 0.638 -3.380 -0.0154
C 2.863 0.445 -1.566 -0.4018
N 2.385 -0.125 -0.487 0.1045
N 2.405 1.690 -1.946 0.1848
C 1.479 2.474 -1.313 -0.4473
N 1.376 3.722 -1.785 0.2141
N 0.775 2.033 -0.312 0.1058
H 4.709 -1.826 -3.079 0.1060
H 3.220 -2.101 -2.181 0.0978
H 4.735 -1.729 -1.319 0.1060
H 3.925 0.682 -4.300 0.1115
H 5.449 0.131 -3.606 0.1080
H 4.772 1.646 -3.056 0.1016
H 2.872 -0.988 -0.277 0.0476
H 2.747 2.037 -2.834 0.1451
H 1.995 4.085 -2.489 0.1321
H 0.695 4.367 -1.416 0.1364
H 0.134 2.729 0.055 0.0949
C -3.114 -1.433 -3.363 -0.0011
N -2.392 -2.350 -2.524 -0.0900
C -2.747 -3.650 -2.283 0.0148
C -1.829 -4.183 -1.447 0.0084
N -0.896 -3.201 -1.174 0.0223
C -1.278 -2.070 -1.830 -0.5781
S -0.434 -0.592 -1.957 0.8527
C 0.266 -3.422 -0.416 -0.2334
C 0.876 -4.677 -0.458 0.0405
C 1.993 -4.894 0.329 -0.0028
C 2.434 -3.874 1.165 -0.0118
C 1.776 -2.662 1.113 -0.1384
N 0.734 -2.418 0.319 0.0713
H -3.674 -1.979 -4.119 0.1157
H -2.428 -0.748 -3.856 0.0810
H -3.804 -0.838 -2.765 0.0979
H -3.613 -4.098 -2.727 0.1474
H -1.789 -5.156 -1.005 0.1391
H 0.498 -5.451 -1.107 0.1273
H 2.513 -5.838 0.301 0.1308
H 3.271 -4.027 1.828 0.1213
H 2.068 -1.825 1.736 0.0979
C 3.742 2.299 4.129 0.0187
N 2.747 1.216 4.221 -0.1921
C 3.386 -0.112 4.263 0.0190
C 1.728 1.295 3.140 -0.0946
C 0.598 0.305 3.313 -0.2506
C 0.117 -0.005 4.586 -0.0386
C -0.906 -0.918 4.759 -0.0370
C -1.489 -1.513 3.653 -0.0420
C -1.033 -1.178 2.392 -0.1420
C 0.019 -0.285 2.191 -0.1928
H 4.387 2.302 5.006 0.1216
H 3.242 3.264 4.075 0.1149
H 4.359 2.170 3.241 0.1166
H 2.242 1.338 5.108 0.1743
H 3.981 -0.257 3.361 0.1147
H 2.627 -0.893 4.323 0.1051
H 4.040 -0.195 5.130 0.1232
H 2.214 1.114 2.175 0.1164
H 1.320 2.310 3.130 0.1493
H 0.512 0.473 5.475 0.1179
H -1.256 -1.154 5.750 0.1226
H -2.302 -2.213 3.776 0.1219
H -1.516 -1.612 1.524 0.1011
O -4.931 3.975 -4.518 -0.0062
C -5.839 3.225 -3.797 -0.2335
N -5.362 2.954 -2.435 0.1158
C -4.302 2.160 -2.245 -0.4480
O -3.738 1.561 -3.148 0.0477
C -3.815 1.959 -0.837 -0.0864
C -4.600 1.981 0.309 0.0276
C -3.993 1.664 1.516 -0.0081
C -2.650 1.331 1.537 -0.1038
N -1.894 1.275 0.438 0.0198
C -2.475 1.610 -0.709 -0.1139
H -4.223 3.409 -4.850 0.0931
H -6.039 2.254 -4.268 0.1379
H -6.758 3.807 -3.714 0.1405
H -5.701 3.544 -1.693 0.1453
H -5.650 2.222 0.270 0.1288
H -4.557 1.654 2.434 0.1216
H -2.159 1.090 2.469 0.1054
H -1.868 1.591 -1.606 0.0737
```

# 3
Formula: C6H14BrO4P
Source: OMol25
Level of theory: ωB97M-V/def2-TZVPD

Computed properties:
Relative energy (zero: lowest compared OMol25 entry of this formula, charge and spin)   0.0 kJ/mol
Total charge   0
Orbital gap   9.86 eV
SMILES string   C[C@H](Br)CPO.COC(=O)OC

```
26
Properties=species:S:1:pos:R:3:nbo_charge:R:1
C 1.014 -1.618 -2.279 -0.6361
C 1.896 -0.526 -1.641 -0.2188
Br 1.106 1.250 -1.938 -0.0516
C 3.351 -0.537 -2.118 -0.7659
P 4.540 -1.346 -0.952 0.8731
O 3.906 -0.926 0.519 -0.9776
H 0.604 -2.271 -1.509 0.2237
H 0.201 -1.182 -2.854 0.2306
H 1.610 -2.232 -2.957 0.2084
H 1.862 -0.640 -0.563 0.2338
H 3.725 0.471 -2.308 0.2426
H 3.423 -1.071 -3.071 0.2339
H 3.931 -2.621 -1.006 -0.0869
H 4.378 -0.174 0.877 0.4940
C -2.091 1.620 -0.275 -0.2587
O -3.048 1.917 0.750 -0.4945
C -2.969 1.124 1.814 0.9774
O -2.191 0.218 1.966 -0.6461
O -3.901 1.503 2.689 -0.4943
C -3.927 0.729 3.890 -0.2552
H -2.271 2.335 -1.072 0.1964
H -1.078 1.734 0.101 0.2005
H -2.232 0.607 -0.647 0.1919
H -2.977 0.806 4.417 0.1923
H -4.138 -0.316 3.669 0.1921
H -4.724 1.148 4.497 0.1949
```

# 4
Formula: C22H24BN7Pb
Source: OMol25
Level of theory: ωB97M-V/def2-TZVPD

Computed properties:
Total charge   0
Orbital gap   5.32 eV

```
55
Properties=species:S:1:pos:R:3:nbo_charge:R:1
H -2.995 0.130 0.419 0.2429
N -1.449 -1.259 -0.043 -0.3671
B -0.128 -3.307 -0.761 0.5532
N -1.476 -2.551 -0.532 -0.3426
C -2.751 -2.951 -0.701 -0.0029
Pb 0.782 -0.198 0.748 1.4462
H -2.972 -3.942 -1.068 0.2187
C -3.589 -1.900 -0.320 -0.3561
H -4.661 -1.881 -0.321 0.2307
C -2.728 -0.862 0.072 -0.0139
H -0.353 -4.390 -1.207 -0.0298
C 2.301 1.259 1.724 -0.9186
H 2.194 2.346 1.677 0.2945
H 2.765 0.955 0.767 0.2466
H 2.982 0.931 2.513 0.2343
N 0.614 -3.371 0.602 -0.2877
N 0.759 -2.486 -1.751 -0.3139
N 1.033 -2.243 1.310 -0.4843
N 1.251 -1.239 -1.408 -0.3902
C 0.913 -4.475 1.303 0.0400
C 1.195 -2.821 -2.980 0.0132
H 0.661 -5.439 0.897 0.2351
H 0.932 -3.779 -3.405 0.2279
C 1.533 -4.099 2.495 -0.3432
C 1.973 -1.770 -3.469 -0.3492
C 1.586 -2.705 2.474 -0.0083
C 1.973 -0.796 -2.459 -0.0155
H 1.892 -4.755 3.268 0.2402
H 2.472 -1.717 -4.418 0.2349
H 1.970 -2.034 3.229 0.2206
H 2.446 0.180 -2.455 0.2245
H 1.137 0.853 2.137 0.1896
C -4.183 3.449 1.724 -0.2952
C -3.400 2.460 2.337 -0.2099
C -2.152 2.131 1.820 -0.2505
C -1.633 2.814 0.680 0.1715
C -2.443 3.817 0.076 -0.2875
C -3.702 4.119 0.589 -0.1925
N -0.411 2.461 0.167 -0.7349
C 0.485 3.369 -0.333 0.2780
C 1.488 2.926 -1.246 -0.3509
C 2.585 3.723 -1.534 -0.1947
C 2.680 5.016 -0.997 -0.3106
C 1.649 5.515 -0.188 -0.1911
C 0.549 4.720 0.119 -0.3276
H -5.165 3.697 2.128 0.2051
H -3.761 1.943 3.225 0.2022
H -1.530 1.364 2.288 0.1733
H -2.052 4.344 -0.799 0.2166
H -4.303 4.889 0.101 0.2065
H 1.371 1.936 -1.693 0.1934
H 3.375 3.338 -2.180 0.1986
H 3.548 5.639 -1.216 0.2041
H 1.698 6.529 0.215 0.2065
H -0.261 5.105 0.744 0.2197
```

# 5
Formula: C12H21NO5
Source: OMol25
Level of theory: ωB97M-V/def2-TZVPD

Computed properties:
Relative energy (zero: lowest compared OMol25 entry of this formula, charge and spin)   193.7 kJ/mol
Total charge   0
Orbital gap   10.25 eV
SMILES string   C=CC(=O)OCCCCCCOC(=O)OCCN

```
39
Properties=species:S:1:pos:R:3:nbo_charge:R:1
C -3.994 0.787 -3.507 -0.3210
C -4.528 0.701 -2.296 -0.3080
C -4.522 -0.584 -1.552 0.7697
O -5.476 -0.950 -0.923 -0.5462
O -3.399 -1.345 -1.708 -0.5514
C -2.793 -1.743 -0.466 -0.0616
C -1.552 -2.569 -0.773 -0.4292
C -0.229 -1.775 -0.695 -0.4049
C 0.678 -2.168 0.484 -0.3910
C 0.488 -1.368 1.782 -0.4350
C 0.334 0.136 1.602 -0.0703
O 1.185 0.800 2.564 -0.5450
C 1.426 2.100 2.259 0.9923
O 0.573 2.919 2.095 -0.5800
O 2.732 2.400 2.228 -0.5093
C 3.624 1.503 1.552 -0.0819
C 3.968 2.055 0.182 -0.2491
N 4.937 3.151 0.288 -0.8450
H -4.359 1.502 -4.231 0.2051
H -3.204 0.110 -3.804 0.2088
H -5.007 1.545 -1.819 0.2258
H -3.520 -2.303 0.124 0.1960
H -2.541 -0.842 0.104 0.1670
H -1.664 -2.948 -1.788 0.2304
H -1.526 -3.432 -0.108 0.2079
H -0.465 -0.709 -0.706 0.1973
H 0.330 -1.957 -1.614 0.2117
H 1.725 -2.166 0.179 0.2037
H 0.449 -3.210 0.717 0.2068
H 1.379 -1.509 2.397 0.2287
H -0.338 -1.776 2.366 0.2088
H 0.603 0.470 0.598 0.1747
H -0.692 0.456 1.789 0.1959
H 3.219 0.492 1.506 0.1853
H 4.536 1.454 2.144 0.2032
H 4.392 1.259 -0.431 0.1938
H 3.055 2.410 -0.305 0.1872
H 5.681 3.055 -0.385 0.3618
H 4.495 4.049 0.153 0.3667
```

# 6
Formula: C3H4O3
Source: OMol25
Level of theory: ωB97M-V/def2-TZVPD

Computed properties:
Relative energy (zero: lowest compared OMol25 entry of this formula, charge and spin)   111.2 kJ/mol
Total charge   0
Orbital gap   10.12 eV
SMILES string   COC(=O)C=O

```
10
Properties=species:S:1:pos:R:3:nbo_charge:R:1
C 1.665 -0.237 -0.125 -0.2651
O 0.364 -0.341 0.459 -0.4716
C -0.606 0.294 -0.186 0.6738
O -0.480 0.973 -1.176 -0.5609
C -1.973 0.053 0.458 0.3370
O -2.161 -0.770 1.314 -0.4463
H 2.326 -0.792 0.539 0.2026
H 1.663 -0.680 -1.124 0.1966
H 1.975 0.809 -0.195 0.1980
H -2.772 0.690 0.037 0.1359
```

The calculation returns the following max |F| values, one per record and in order: 0.0995 0.0221 0.0086 0.1608 0.0193 0.0121 Eh/bohr.
The calculation returns the following HOMO values, one per record and in order: -10.78 -15.91 -9.27 -5.78 -9.63 -10.37 eV.
The calculation returns the following lowest unoccupied orbital energy values, one per record and in order: -0.7 -7.1 0.6 -0.5 0.6 -0.2 eV.